Record 1
{
  "formula": "C14H20N2O",
  "method": "ωB97M-V/def2-TZVPD",
  "charge": -1,
  "multiplicity": 2,
  "e_tot_ev": -19868.69697,
  "e_homo_ev": [0.55, -2.92],
  "species": ["C", "C", "C", "C", "C", "C", "C", "C", "C", "N", "H", "H", "H", "H", "H", "H", "H", "H", "H", "C", "C", "C", "C", "C", "O", "N", "H", "H", "H", "H", "H", "H", "H", "H", "H", "H", "H"],
  "positions_angstrom": [[-0.33126, -1.39386, 1.64522], [-1.04708, 1.91644, 3.20900], [-0.12717, 0.93020, 2.77493], [-0.89668, -0.16081, 2.28492], [-2.23829, 0.16141, 2.40969], [-0.64373, 3.14841, 3.73074], [0.75658, 3.29011, 4.01623], [1.65696, 2.35136, 3.54494], [1.27639, 1.20170, 2.82201], [-2.30908, 1.42739, 2.99662], [-1.34692, 3.95902, 3.87891], [1.07017, 4.29318, 4.28482], [-3.14648, 1.97755, 3.03237], [2.70178, 2.50041, 3.80258], [-3.08725, -0.45798, 2.17754], [2.05077, 0.49588, 2.55225], [-0.51239, -1.32319, 0.58323], [-0.84599, -2.28856, 2.00786], [0.73213, -1.46335, 1.87255], [0.11598, -2.10256, -2.70607], [-1.33219, -2.19989, -2.27313], [0.96721, -0.23075, -1.41073], [1.05669, -0.79959, -5.19104], [1.32346, -0.25737, -3.78908], [2.22463, 0.55326, -3.64189], [0.61829, -0.74080, -2.72472], [0.69732, -2.72581, -2.03121], [0.19660, -2.54408, -3.69131], [-1.59135, -2.91478, -1.48121], [-2.12635, -2.45537, -2.98808], [0.25970, -0.72786, -0.77354], [1.13150, -1.87877, -5.19246], [-1.82925, -1.34118, -1.80686], [1.99835, -0.36389, -1.09611], [0.71552, 0.82084, -1.37243], [0.12578, -0.41699, -5.62319], [1.73565, -0.23971, -5.83334]]
}

=====

Record 2
{
  "formula": "C16H15N2",
  "method": "ωB97M-V/def2-TZVPD",
  "smiles": "c1ccc(C(c2ccccc2)n2cc[nH+]c2)cc1",
  "charge": 1,
  "multiplicity": 1,
  "e_tot_ev": -19809.22877,
  "e_homo_ev": -12.31,
  "species": ["C", "C", "C", "C", "C", "C", "C", "C", "C", "C", "C", "N", "C", "C", "N", "C", "C", "C", "H", "H", "H", "H", "H", "H", "H", "H", "H", "H", "H", "H", "H", "H", "H"],
  "positions_angstrom": [[2.87268, -2.22326, -1.93205], [1.55986, -2.49665, -2.35018], [0.51695, -1.72224, -1.85404], [0.77194, -0.71949, -0.91705], [-0.44607, 0.11057, -0.57842], [-0.25792, 1.47045, 0.08374], [-1.40615, 2.11115, 0.53730], [-1.31386, 3.30748, 1.25955], [-0.05758, 3.89491, 1.47515], [1.08856, 3.30059, 0.93303], [0.97824, 2.12841, 0.18272], [-1.28056, -0.74680, 0.19035], [-0.82524, -1.71390, 1.09443], [-1.91339, -2.31117, 1.61374], [-3.02367, -1.69409, 1.03847], [-2.61050, -0.73348, 0.20859], [2.03359, -0.63785, -0.30992], [3.10653, -1.36217, -0.85318], [3.71203, -2.72182, -2.41743], [1.33681, -3.28664, -3.06696], [-0.51328, -1.88397, -2.19182], [-0.97195, 0.32430, -1.53036], [-2.38125, 1.67275, 0.32183], [-2.22158, 3.78511, 1.63139], [0.02614, 4.82726, 2.03745], [2.07558, 3.75541, 1.05032], [1.86057, 1.72436, -0.31882], [0.22488, -1.89920, 1.24185], [-1.98631, -3.06976, 2.36559], [-3.99492, -1.88003, 1.25852], [-3.24002, -0.05333, -0.35324], [2.17355, -0.00272, 0.56728], [4.10637, -1.25420, -0.41784]]
}

=====

Record 3
{
  "formula": "C13H32O10P3PdS2",
  "method": "ωB97M-V/def2-TZVPD",
  "charge": -1,
  "multiplicity": 1,
  "e_tot_ev": -87503.38398,
  "e_homo_ev": -5.14,
  "species": ["Pd", "C", "C", "O", "P", "O", "O", "O", "P", "O", "O", "O", "H", "H", "H", "H", "H", "H", "H", "C", "H", "H", "H", "C", "C", "C", "O", "C", "H", "H", "H", "H", "H", "H", "H", "H", "C", "C", "C", "O", "P", "S", "S", "O", "C", "C", "C", "H", "H", "H", "H", "H", "H", "H", "H", "H", "H", "H", "H", "H", "H"],
  "positions_angstrom": [[0.60642, -0.15144, -0.61742], [0.82985, 3.25056, -2.82108], [0.45591, 2.11250, -3.76977], [0.26744, 2.61360, -5.10585], [1.82300, 0.93127, -3.89343], [1.38626, -0.15675, -4.97081], [2.97987, 1.72413, -4.66158], [2.28407, 0.39335, -2.60136], [-1.15106, 1.36270, -3.20130], [-1.15406, -0.13379, -3.88506], [-2.17022, 2.19304, -3.89140], [-1.09626, 1.14324, -1.72085], [1.70072, 3.78285, -3.20712], [1.04814, 2.87203, -1.82352], [-0.00825, 3.94611, -2.75678], [-0.69684, 2.75523, -5.16956], [0.41252, -0.29482, -4.91477], [2.60135, 2.16251, -5.43896], [-0.91219, -0.77024, -3.17676], [1.30912, 1.38350, 0.43029], [2.19003, 1.70802, -0.13037], [1.57626, 1.13949, 1.45081], [0.51294, 2.13311, 0.40379], [-0.87987, -4.04589, -1.35398], [0.17156, -4.11573, -2.46264], [0.86770, -2.77630, -2.31238], [-0.18899, -1.85490, -1.92843], [-1.33753, -2.59894, -1.42905], [-0.41972, -4.23401, -0.38330], [-1.70509, -4.74309, -1.49547], [-0.30379, -4.19401, -3.44339], [0.86313, -4.94906, -2.34437], [1.32811, -2.38171, -3.21560], [1.60911, -2.79514, -1.51187], [-2.15343, -2.45673, -2.14233], [-1.61137, -2.17657, -0.46496], [1.51887, 2.04521, 4.12727], [1.77319, 0.62044, 4.58583], [0.90466, 0.23650, 5.76948], [1.67187, -0.27548, 3.45346], [0.40133, -1.11347, 2.96914], [-0.10510, -2.60790, 4.11644], [0.79854, -1.72675, 1.08879], [-0.69540, 0.06703, 2.95213], [-2.05120, -0.22821, 2.54000], [-2.93074, -0.15972, 3.77285], [-2.43851, 0.76867, 1.46897], [1.70367, 2.73250, 4.95594], [0.48651, 2.15818, 3.79553], [2.17935, 2.30963, 3.30280], [2.82155, 0.52461, 4.87872], [-0.15457, 0.33019, 5.52863], [1.13651, 0.91666, 6.59285], [1.09017, -0.78705, 6.08563], [-2.07153, -1.24456, 2.13488], [-2.88642, 0.84218, 4.20629], [-2.59293, -0.88451, 4.51323], [-3.96783, -0.37711, 3.50942], [-2.33763, 1.78595, 1.85432], [-3.47896, 0.61466, 1.17390], [-1.81025, 0.67420, 0.58415]]
}

=====

Record 4
{
  "formula": "C5H9NO4",
  "method": "ωB97M-V/def2-TZVPD",
  "multiplicity": 1,
  "e_tot_ev": -15007.39065,
  "e_homo_ev": -8.36,
  "species": ["C", "C", "C", "C", "C", "N", "O", "O", "O", "O", "H", "H", "H", "H", "H", "H", "H", "H", "H"],
  "positions_angstrom": [[-0.82732, -1.84118, 0.18418], [0.92310, -0.39900, -1.39156], [2.04207, 0.23168, 0.49778], [-0.27845, -0.49529, 0.45753], [-2.30511, 0.76936, -0.00405], [0.89634, -0.36486, 1.24494], [-1.82628, -2.17764, -0.41273], [-0.00470, -2.76738, 0.78011], [2.08012, -0.47188, -0.70124], [-0.92762, 0.67641, 0.37226], [0.89641, -1.28945, -2.14834], [0.73208, 0.51241, -1.87296], [1.62944, 1.26747, 0.46300], [2.96923, 0.04938, 1.06054], [-2.99372, 0.64235, 0.82003], [-2.55182, 0.21708, -0.94225], [-2.26961, 1.82410, -0.30356], [0.41322, -2.21966, 1.43144], [0.76851, 0.04689, 2.10400]]
}